{
  "formula": "C2H3EuO2",
  "method": "ωB97M-V/def2-TZVPD",
  "s2": 15.761,
  "homo_lumo_gap_ev": [8.2603, 8.9267],
  "relative_energy_kcal_mol": 80.4,
  "charge": 1,
  "e_tot_ev": -25534.897,
  "e_homo_ha": [-0.4756, -0.4966],
  "spin_multiplicity": 8,
  "species": ["O", "Eu", "O", "C", "C", "H", "H", "H"],
  "positions_angstrom": [[-1.44261, 2.27397, -0.14459], [-1.44203, 0.06207, -0.10514], [-0.55828, 1.96773, 0.97146], [1.09505, -1.22046, -0.00533], [0.49716, -1.78193, -0.90942], [1.49136, -1.02012, 0.98324], [0.37926, 2.23705, 0.72415], [-0.01990, -2.51832, -1.51436]],
  "atomic_forces_ev_per_a": [[0.2578, -0.3887, -0.2732], [-0.7163, 0.8943, 0.1010], [1.6531, -0.1734, 0.0971], [-0.9901, -1.4582, -0.6796], [0.8839, 0.0649, 1.4991], [0.2346, 0.4480, -0.6471], [-1.6949, 0.0098, 0.1331], [0.3719, 0.6034, -0.2305]],
  "lowdin_spin": [-0.03, 7.04, -0.01, 0.00, 0.00, 0.00, 0.00, 0.00]
}



{
  "formula": "C30H50ClF5OP2Si2W",
  "method": "ωB97M-V/def2-TZVPD",
  "s2": 2.160,
  "homo_lumo_gap_ev": [6.2189, 5.5191],
  "e_tot_ev": -96236.170,
  "e_homo_ha": [-0.2378, -0.2379],
  "spin_multiplicity": 3,
  "species": ["W", "C", "C", "C", "Si", "C", "C", "Si", "H", "H", "H", "Cl", "C", "C", "C", "C", "H", "H", "H", "H", "H", "H", "H", "H", "H", "H", "H", "H", "C", "C", "P", "H", "H", "P", "H", "H", "C", "C", "C", "C", "C", "H", "C", "H", "H", "H", "H", "H", "H", "H", "C", "C", "H", "H", "H", "H", "H", "H", "H", "C", "C", "H", "H", "H", "H", "H", "H", "C", "C", "H", "H", "H", "H", "H", "H", "H", "C", "H", "H", "H", "F", "C", "C", "F", "C", "F", "C", "O", "C", "F", "C", "F"],
  "positions_angstrom": [[-0.38583, -0.01515, -0.46407], [1.64179, -0.04865, -1.07942], [1.09891, -1.28690, -1.58051], [0.04298, -0.92294, -2.51243], [1.87639, -2.93901, -1.10265], [0.04767, 0.49119, -2.65346], [1.09466, 1.04855, -1.83855], [1.88112, 2.75532, -1.64801], [2.43645, 0.02899, -0.35550], [-0.59564, -1.63299, -2.99960], [-0.62263, 1.08066, -3.28018], [-2.35781, 0.03263, 0.62268], [3.74606, 2.65804, -1.59433], [1.30273, 3.86598, -3.01962], [3.73509, -2.78543, -0.98041], [1.33539, -4.27778, -2.28351], [1.89922, 3.61874, -3.91052], [1.49669, 4.91408, -2.74963], [0.23967, 3.74466, -3.26432], [4.10852, 2.30477, -0.61913], [4.17639, 3.65010, -1.79482], [4.09098, 1.96395, -2.37378], [1.89333, -4.15384, -3.22248], [0.26094, -4.24524, -2.51212], [1.57958, -5.26752, -1.87058], [4.10352, -2.22898, -1.85208], [4.22014, -3.77070, -0.96453], [4.01293, -2.23562, -0.06888], [1.24373, 3.26392, 0.04754], [1.16584, -3.16802, 0.62287], [-0.39339, 2.44675, 0.26356], [1.20324, 4.36201, 0.14835], [1.95519, 2.90135, 0.81190], [-0.45270, -2.32218, 0.71055], [1.83990, -2.69799, 1.36347], [1.06185, -4.23940, 0.85989], [-0.89594, -2.62811, 2.50486], [-1.63015, -3.50231, -0.18126], [-1.58949, 3.44058, -0.84046], [-0.84506, 3.00610, 1.98334], [-0.23616, 2.05111, 2.99502], [-1.94389, 2.92098, 2.00784], [-0.43406, 4.44457, 2.30921], [0.66190, 4.53841, 2.32995], [-0.80396, 4.67552, 3.31553], [-0.83957, 5.18443, 1.62642], [-0.73541, 1.08140, 2.98584], [-0.34218, 2.46784, 4.01066], [0.84342, 1.88843, 2.82403], [-1.35284, 3.06083, -1.84964], [-1.38935, 4.97037, -0.83927], [-3.04411, 3.07663, -0.51266], [-0.34398, 5.29248, -0.84038], [-1.90765, 5.43052, 0.01174], [-1.85318, 5.37636, -1.75053], [-3.40131, 2.25989, -1.15168], [-3.69510, 3.94947, -0.68985], [-3.19724, 2.76746, 0.53266], [-1.43046, -3.27549, -1.24330], [-3.08271, -3.14968, 0.16290], [-1.40158, -5.01112, 0.03435], [-0.35874, -5.33748, 0.00298], [-1.92672, -5.53114, -0.77911], [-1.85818, -5.34799, 0.97363], [-3.47718, -2.30985, -0.43508], [-3.21996, -2.89676, 1.23023], [-3.70407, -4.03580, -0.04063], [-0.29844, -1.49000, 3.30842], [-0.43484, -3.97944, 3.06215], [-1.99405, -2.57818, 2.54865], [0.65870, -4.03150, 3.11222], [-0.80567, -4.83448, 2.49851], [-0.81631, -4.06847, 4.08551], [0.73044, -1.25003, 2.98141], [-0.26176, -1.75469, 4.37755], [-0.91443, -0.58736, 3.21328], [-2.83346, -0.04806, -2.42080], [-2.59173, 0.57964, -3.35399], [-2.59492, -1.15700, -2.55733], [-3.70897, 0.21963, -1.78786], [5.50570, 0.41987, 6.31334], [4.82331, 0.14048, 5.18746], [4.50939, 1.16461, 4.29277], [4.90143, 2.43641, 4.56239], [3.84299, 0.88013, 3.12096], [3.60595, 1.86211, 2.22101], [3.40701, -0.44708, 2.80407], [2.70582, -0.70110, 1.77611], [3.79221, -1.46550, 3.73462], [3.45335, -2.74855, 3.43350], [4.48054, -1.18716, 4.89028], [4.85294, -2.17076, 5.72780]],
  "atomic_forces_ev_per_a": [[-2.4796, 0.1046, -1.2515], [2.0562, -0.2319, -0.4090], [-0.2402, 0.3867, -0.8387], [1.6156, -0.1599, 0.6836], [-0.1350, 0.1402, 0.9738], [0.4931, 0.5959, -0.2733], [-0.2261, -0.4487, -0.0385], [-0.2100, -0.1577, 0.5473], [0.3280, -0.1194, 0.0215], [-0.1745, -0.0102, -0.1619], [0.3609, -0.3318, 0.2429], [-1.6116, 0.2379, 1.8620], [-0.0230, -0.1788, -0.2267], [0.0821, 0.0980, -0.2259], [-0.0125, 0.1665, -0.2541], [0.0481, -0.0269, -0.2479], [-0.2230, 0.1826, 0.1005], [-0.0830, -0.2101, -0.1895], [0.2567, 0.0972, 0.0461], [-0.1136, 0.0511, -0.2505], [-0.0666, -0.2513, 0.0619], [0.0936, 0.1933, 0.1775], [-0.1804, -0.1332, 0.1147], [0.2626, -0.0528, 0.0639], [-0.0775, 0.2311, -0.1384], [0.1190, -0.1348, 0.1441], [-0.1194, 0.1998, -0.0081], [-0.1734, -0.1086, -0.2274], [0.0146, 0.1386, -0.2467], [-0.0560, -0.3978, -0.1735], [0.3470, 1.4770, 0.3733], [-0.1370, -0.4611, 0.0484], [-0.3840, -0.1034, -0.2091], [0.6893, -1.5316, 0.4878], [-0.1933, 0.0619, -0.3193], [0.0350, 0.4364, 0.0801], [-0.3150, 0.3743, -0.3428], [0.4496, 0.5129, -0.0418], [0.6713, -0.3299, 0.0865], [-0.4117, -0.2827, -0.2910], [0.2447, -0.1475, 0.5337], [0.3398, 0.0454, 0.2266], [0.1953, -0.1120, 0.1869], [-0.3410, 0.0027, 0.0350], [0.0812, 0.0077, -0.1499], [0.0695, -0.0028, 0.0314], [0.1898, 0.3560, -0.1191], [0.0275, -0.1260, -0.2955], [-0.3589, 0.0214, 0.0082], [-0.1078, 0.1557, 0.2770], [-0.2212, -0.0578, -0.1518], [-0.5059, 0.0202, -0.0813], [-0.1845, -0.0991, 0.0250], [0.1789, -0.1168, -0.2446], [0.0794, -0.0878, 0.2119], [0.1126, 0.2065, 0.2700], [0.2251, -0.2898, 0.0033], [0.0396, 0.1595, -0.4392], [-0.2162, -0.1201, 0.2172], [-0.5683, -0.0001, -0.1984], [-0.2454, 0.0026, -0.1744], [-0.1794, 0.1432, 0.0252], [0.0881, 0.0300, 0.1828], [0.1503, 0.0833, -0.2851], [0.2380, -0.3656, 0.3080], [0.0139, -0.1769, -0.6309], [0.0438, 0.3112, 0.0086], [0.1988, 0.4426, 0.5622], [0.0928, 0.0491, -0.0107], [0.3702, 0.0422, 0.1660], [-0.2057, 0.0124, 0.0108], [0.1236, 0.0982, 0.0986], [0.0550, 0.0340, -0.1065], [-0.3418, -0.0507, 0.1232], [-0.0113, 0.0842, -0.2783], [0.2311, -0.4637, 0.0186], [0.4079, -0.6421, -1.1408], [-0.6480, -0.9576, 1.6673], [-0.6733, 1.7204, 0.3083], [0.8675, -0.2725, -0.7022], [0.0563, 0.0222, 0.1210], [-0.0700, -0.1837, -0.2257], [0.2735, 0.0096, 0.2031], [-0.1734, -0.5764, -0.0475], [0.0125, -0.9544, 0.2306], [-0.1312, 0.1295, 0.0429], [-0.0345, 0.1836, 0.1799], [-0.0496, -0.1118, -0.5156], [-0.1867, 0.3660, -0.4306], [0.0654, 0.3180, 0.1697], [0.2175, 0.6615, 0.0916], [-0.1121, 0.1731, -0.0668]],
  "lowdin_spin": [0.88, 0.04, 0.02, 0.03, 0.00, 0.02, 0.01, 0.00, 0.00, 0.00, 0.00, 0.09, 0.00, 0.00, 0.00, 0.00, 0.00, 0.00, 0.00, 0.00, 0.00, 0.00, 0.00, 0.00, 0.00, 0.00, 0.00, 0.00, 0.00, 0.00, 0.05, 0.00, 0.00, 0.04, 0.00, 0.00, 0.01, 0.01, 0.02, 0.01, 0.01, 0.00, 0.00, 0.00, 0.00, 0.00, 0.00, 0.00, 0.00, 0.00, 0.00, 0.00, 0.00, 0.00, 0.00, 0.00, 0.00, 0.00, 0.00, 0.00, 0.00, 0.00, 0.00, 0.00, 0.00, 0.00, 0.00, 0.00, 0.00, 0.00, 0.00, 0.00, 0.00, 0.00, 0.00, 0.00, 0.63, 0.03, 0.03, 0.03, 0.00, 0.00, 0.00, 0.00, 0.00, 0.00, 0.00, 0.01, 0.00, 0.00, 0.00, 0.00]
}



{
  "formula": "C33H42N7O2SeSiTi",
  "method": "ωB97M-V/def2-TZVPD",
  "homo_lumo_gap_ev": [3.1752, 2.5821],
  "charge": 1,
  "e_tot_ev": -145762.516,
  "e_homo_ha": [-0.2625, -0.2437],
  "species": ["Ti", "C", "C", "C", "C", "C", "N", "C", "C", "C", "N", "C", "C", "C", "C", "C", "C", "C", "C", "N", "C", "C", "C", "N", "C", "C", "C", "C", "O", "C", "O", "H", "H", "H", "H", "H", "H", "H", "H", "H", "H", "H", "H", "H", "H", "H", "H", "H", "H", "H", "H", "H", "H", "H", "H", "H", "H", "H", "H", "C", "Si", "C", "C", "C", "H", "H", "H", "H", "H", "H", "H", "H", "H", "H", "H", "Se", "N", "C", "C", "C", "C", "N", "C", "N", "H", "H", "H"],
  "positions_angstrom": [[0.18420, -0.07466, 0.28791], [2.03569, -4.64419, 5.69029], [1.67882, -3.91890, 4.42240], [2.30158, -4.18187, 3.23243], [1.98958, -3.54062, 1.99852], [2.79391, -4.03570, 0.94650], [2.70516, -4.01395, -0.37670], [1.55094, -3.67536, -1.17398], [0.58582, -4.84679, -1.34865], [-0.51216, -4.45414, -2.33718], [-1.21379, -3.26652, -1.89901], [-2.51654, -3.19052, -1.68650], [-3.19011, -2.03412, -1.25962], [-4.60450, -2.03616, -1.32462], [-5.35903, -0.92644, -1.03978], [-6.85915, -0.93086, -1.14462], [-4.67584, 0.22774, -0.64208], [-3.29464, 0.26130, -0.48464], [-2.74492, 1.45040, 0.13888], [-1.59402, 1.57720, 0.66988], [-1.47612, 2.70460, 1.58476], [-1.37296, 2.16808, 3.02862], [-1.87715, 0.73295, 3.15447], [-0.90257, -0.22218, 2.62778], [-0.55750, -1.12633, 3.45092], [0.40331, -2.19786, 3.26354], [0.70828, -2.91842, 4.41080], [1.01967, -2.47093, 2.01755], [0.74615, -1.72271, 0.98116], [-2.50986, -0.86821, -0.78475], [-1.20595, -0.84886, -0.65220], [2.54808, -5.58115, 5.47850], [1.14484, -4.86544, 6.27746], [2.69621, -4.03300, 6.30838], [3.06693, -4.95003, 3.21714], [3.66558, -4.58606, 1.28132], [3.44626, -4.49799, -0.85918], [1.90582, -3.34552, -2.15269], [1.04630, -2.85443, -0.67706], [0.14278, -5.10609, -0.38381], [1.11013, -5.72416, -1.73439], [-1.23329, -5.26285, -2.44688], [-0.06185, -4.26439, -3.31632], [-0.68328, -2.42346, -1.71483], [-3.09425, -4.08162, -1.90532], [-5.09126, -2.95167, -1.64332], [-7.23786, -1.93908, -1.30266], [-7.19344, -0.30875, -1.97654], [-7.30920, -0.53591, -0.23332], [-5.24365, 1.12643, -0.42595], [-3.47081, 2.26124, 0.25407], [-2.35599, 3.34826, 1.49721], [-0.61205, 3.31908, 1.34857], [-1.96337, 2.80665, 3.68621], [-0.34292, 2.20388, 3.38007], [-2.81321, 0.61180, 2.60614], [-2.08738, 0.51945, 4.20740], [-1.00359, -1.12215, 4.45220], [0.19092, -2.66650, 5.32997], [3.87767, -0.88796, 0.95950], [3.41208, -0.25966, -0.78103], [4.07024, 1.51686, -0.91075], [4.46201, -1.30196, -1.97281], [1.59526, -0.35361, -1.30081], [4.62944, -0.22572, 1.39164], [4.30673, -1.89234, 0.93589], [3.03075, -0.90895, 1.64020], [5.06358, 1.51897, -1.36425], [4.16521, 1.98806, 0.07023], [3.42936, 2.15446, -1.52509], [5.50835, -1.30824, -1.65780], [4.42352, -0.88665, -2.98270], [4.12622, -2.34128, -2.02766], [1.40802, -1.28768, -1.83472], [1.43035, 0.43386, -2.03506], [2.36262, 1.82428, 2.62392], [2.48787, 3.47179, 1.96530], [1.85060, 3.50656, 0.78566], [1.67088, 4.61165, -0.05850], [0.89487, 4.43238, -1.19419], [0.32258, 3.19774, -1.48357], [0.49604, 2.11417, -0.71620], [1.24136, 2.27760, 0.37247], [1.37739, 1.22926, 1.21628], [2.10793, 5.56795, 0.19262], [0.72248, 5.26061, -1.86765], [-0.29608, 3.06462, -2.36298]],
  "atomic_forces_ev_per_a": [[1.6146, 2.9642, 1.1033], [0.0226, 0.0859, -0.0474], [0.0907, -0.2163, 0.0481], [-0.0439, 0.0144, 0.0427], [-0.1793, 0.2276, 0.1015], [-0.0169, -0.0012, -0.6287], [-0.0949, -0.1596, 0.7122], [-0.1596, -0.1724, -0.1386], [-0.0266, 0.1050, 0.0290], [0.2774, -0.4479, -0.0578], [-1.4821, -0.0289, 0.2748], [1.4888, -0.0604, -0.3507], [-0.1231, 0.5822, 0.4039], [0.1208, -0.1144, -0.0729], [-0.1648, -0.0825, -0.0619], [0.0211, 0.0205, -0.0053], [0.3727, -0.2701, -0.1046], [-0.2286, -0.0159, -0.1258], [0.3500, 0.4657, 0.3866], [-0.4721, -0.5551, -0.3825], [0.1117, 0.2804, 0.2134], [-0.0238, -0.1278, -0.1643], [-0.0263, 0.2592, 0.1710], [-0.0004, -0.4825, -0.1527], [-0.2798, 0.3401, 0.1435], [0.0596, -0.1568, 0.0150], [0.0326, 0.1384, -0.3847], [0.1044, -0.0672, 0.0304], [0.6223, -1.4094, 0.7440], [0.1962, -0.1671, -0.3050], [-2.5648, -1.1536, -1.4192], [0.0083, -0.0208, 0.0044], [-0.0112, -0.0235, 0.0159], [-0.0015, -0.0057, 0.0285], [0.0295, -0.0063, -0.0132], [0.0439, 0.0007, 0.0006], [0.1049, 0.0464, -0.0291], [0.0371, 0.0728, 0.0784], [0.0568, 0.1618, 0.0309], [0.0236, -0.0558, -0.0082], [-0.0616, -0.0073, -0.0059], [-0.0259, 0.0249, -0.0459], [-0.1037, 0.0531, 0.0253], [0.0822, 0.3578, 0.1431], [0.0144, -0.0638, -0.0360], [-0.0496, 0.0195, -0.0047], [-0.0165, 0.0167, -0.0016], [-0.0060, -0.0114, 0.0169], [-0.0269, -0.0176, -0.0248], [0.0176, 0.0012, 0.0554], [-0.0205, -0.0273, 0.0555], [-0.0245, -0.0381, -0.0614], [0.0304, -0.0596, -0.0686], [0.0060, 0.0066, 0.0052], [0.0346, 0.0132, -0.0022], [-0.0214, -0.0560, 0.0334], [0.0139, -0.0339, -0.0074], [0.0503, 0.0191, 0.0258], [-0.0066, 0.0185, 0.0246], [-0.1666, -0.1006, -0.2691], [0.2381, 0.2287, -0.0792], [-0.2435, -0.1732, 0.0030], [-0.1232, 0.1206, 0.0219], [0.2501, -0.2202, 0.1900], [-0.0067, 0.0075, -0.0402], [0.0495, -0.0051, -0.0737], [0.0378, 0.0822, 0.0730], [0.0255, -0.0599, 0.0017], [-0.0545, 0.0039, 0.0050], [0.0233, -0.0270, -0.0025], [0.0020, 0.0048, 0.0084], [-0.0061, -0.0337, -0.0112], [0.0048, -0.0205, -0.0160], [-0.0108, 0.0235, 0.0009], [0.0692, -0.0192, -0.0510], [0.2480, -0.4992, 0.6838], [-0.0765, 0.9110, -0.5265], [0.3729, -0.2211, 0.8134], [-0.1205, 0.0062, -0.2156], [0.0588, -0.0572, 0.1533], [-0.3468, 0.0408, -0.6177], [0.4151, 0.0555, 0.6888], [0.1184, 1.0464, -0.7351], [-0.5593, -1.2554, -0.2249], [0.0026, -0.0194, -0.0027], [-0.0225, -0.0298, -0.0223], [0.0444, 0.0306, -0.0073]],
  "mulliken_charge": [-0.18, -1.65, -0.17, -1.16, 1.71, -0.84, 0.18, 0.81, -0.41, -1.02, 0.29, 0.18, 0.07, -1.11, 0.21, -1.60, -1.00, 1.39, -0.84, 0.72, -0.49, -0.63, -1.30, 0.30, -0.39, 1.01, -1.06, -0.65, 0.57, 0.83, -0.84, 0.38, 0.39, 0.34, 0.39, 0.37, 0.40, 0.61, -1.68, 0.22, 0.42, 0.46, 0.35, -0.21, 0.45, 0.37, 0.38, 0.34, 0.38, 0.47, 0.18, 0.66, -0.18, 0.55, 0.12, 0.30, 0.65, 0.16, 0.49, -0.65, 0.85, -1.44, -1.25, -1.05, 0.58, 0.37, -0.24, 0.50, 0.30, 0.27, 0.36, 0.36, 0.22, 0.58, 1.04, 0.02, -0.93, 0.66, -0.93, -0.83, -0.75, 0.19, 0.45, 0.30, 0.50, 0.42, 0.47]
}



{
  "formula": "C3H11N3O",
  "method": "ωB97M-V/def2-TZVPD",
  "homo_lumo_gap_ev": 9.4143,
  "relative_energy_kcal_mol": 114.9,
  "e_tot_ev": -9803.017,
  "e_homo_ha": -0.3180,
  "species": ["C", "C", "H", "H", "H", "H", "H", "H", "C", "N", "N", "O", "N", "H", "H", "H", "H", "H"],
  "positions_angstrom": [[1.98836, -0.28650, 0.52151], [1.36388, 0.92887, 0.84144], [2.67756, -0.30845, -0.31704], [0.92802, -1.01558, -0.12372], [2.22936, -0.97305, 1.32795], [1.12161, 1.15195, 1.87580], [1.55985, 1.80713, 0.23581], [-0.03151, 0.64435, 0.33733], [-0.92047, -0.13271, -0.16492], [-1.70684, -0.62809, 0.93176], [-1.60336, 0.71672, -1.11437], [0.21340, -0.86967, -2.06770], [-0.16299, -1.14981, -0.73511], [-0.32650, -0.08793, -2.31239], [-1.49589, -0.16831, 1.80940], [-1.60050, -1.63048, 1.03235], [-1.70778, 1.66171, -0.76907], [-2.52621, 0.33985, -1.30903]],
  "atomic_forces_ev_per_a": [[0.0683, 0.7575, 0.3000], [0.6862, -0.5422, -0.0491], [-0.1284, -0.0389, -0.0683], [-0.9304, -0.0968, -0.4300], [-0.1510, -0.0408, -0.0552], [-0.1686, -0.0912, -0.0494], [-0.1349, -0.0667, -0.0929], [-0.6114, -0.2522, -0.2296], [0.5682, 0.5716, 0.1875], [0.0410, -0.0657, 0.0760], [0.0303, -0.1010, -0.1163], [-0.1456, 0.1404, 0.1195], [0.6773, -0.0755, 0.3072], [0.1150, -0.0487, 0.1315], [-0.0149, -0.0558, -0.0804], [0.0503, 0.0626, -0.0174], [0.0113, -0.1078, 0.0031], [0.0374, 0.0511, 0.0639]],
  "nbo_charge": [-0.59, -0.45, 0.23, 0.32, 0.22, 0.21, 0.22, 0.16, 0.25, -0.85, -0.87, -0.59, -0.25, 0.48, 0.37, 0.38, 0.38, 0.38]
}